No. 1
ORCA calculation (wB97M-V/def2-TZVPD) on C8H14Br2O as an isolated structure in a non-equilibrium geometry.

Values from the calculation:
LUMO level (alpha / beta) in hartree: 0.0251 / -0.1432
HOMO (alpha / beta) in eV: -4.770 / -8.880
<S²>: 2.007
ΔE to the lowest compared entry with this formula, charge and spin in kcal/mol: 19.5

Structure (ORCA input):
```
! wB97M-V def2-TZVPD RIJCOSX def2/J DEFGRID3
* xyz 0 3
C 1.026 0.148 -0.555
C -0.292 0.599 -0.017
C 0.263 1.018 -1.470
C 2.346 0.691 0.032
C 1.156 -1.293 -1.067
C -0.592 1.656 0.904
C -1.594 -0.251 0.018
C -1.633 -1.526 0.831
O -1.380 -1.157 2.180
Br 0.902 2.843 -1.658
Br -0.527 0.486 -3.097
H 2.888 -0.194 0.515
H 2.117 1.335 0.816
H 3.029 1.168 -0.648
H 0.950 -2.152 -0.384
H 2.146 -1.509 -1.367
H 0.558 -1.500 -1.895
H -0.132 2.606 0.663
H -0.292 1.400 1.970
H -1.643 1.791 0.886
H -1.881 -0.442 -0.993
H -2.377 0.484 0.416
H -2.616 -1.850 0.792
H -1.001 -2.344 0.433
H -1.422 -2.008 2.696
*
```

Results of the Löwdin charge analysis, in e, for atoms 1 through 2:
1. C -0.500
2. C -0.407

---

No. 2
ORCA calculation (wB97M-V/def2-TZVPD) on a 3-piece molecular cluster, C8H14Br4O3 overall.

Values from the calculation:
LUMO level in hartree: 0.0132
HOMO in eV: -10.524
SMILES string: C[C@H]1COC(=O)O1.BrCCBr.BrCCBr
ΔE to the lowest compared entry with this formula, charge and spin in kcal/mol: 0.0

Structure (ORCA input):
```
! wB97M-V def2-TZVPD RIJCOSX def2/J DEFGRID3
* xyz 0 1
C 3.514 0.973 -0.876
C 4.669 0.781 0.062
C 4.993 -0.695 0.364
O 6.344 -0.844 -0.075
C 6.837 0.327 -0.537
O 7.913 0.477 -1.004
O 5.892 1.291 -0.490
H 2.614 0.738 -0.303
H 3.556 0.217 -1.666
H 3.502 1.968 -1.307
H 4.481 1.331 0.988
H 4.377 -1.374 -0.225
H 4.940 -0.958 1.416
Br -8.454 -1.350 1.141
C -7.818 0.140 0.078
C -6.516 0.638 0.617
Br -5.958 2.155 -0.457
H -8.587 0.909 0.101
H -7.734 -0.191 -0.954
H -5.736 -0.113 0.536
H -6.600 0.929 1.660
Br 1.176 -2.037 -0.309
C -0.226 -0.698 -0.331
C -1.327 -1.141 0.580
Br -2.765 0.158 0.512
H -0.554 -0.604 -1.364
H 0.206 0.257 -0.045
H -0.981 -1.198 1.608
H -1.757 -2.087 0.275
*
```

Results of the Löwdin charge analysis, in e, for atoms 1 through 2:
1. C -0.034
2. C -0.315

---

No. 3
ORCA calculation (wB97M-V/def2-TZVPD) on an isolated ion of composition C8H14ClN2OS and charge +1 in a non-equilibrium geometry.

Values from the calculation:
LUMO level (alpha / beta) in hartree: -0.1922 / -0.1659
HOMO (alpha / beta) in eV: -12.748 / -12.487
ΔE to the lowest compared entry with this formula, charge and spin in kcal/mol: 56.4

Structure (ORCA input):
```
! wB97M-V def2-TZVPD RIJCOSX def2/J DEFGRID3
* xyz 1 1
C -3.020 0.220 -2.614
C -2.577 1.585 -1.714
C 1.204 0.202 1.724
C 0.843 -1.312 -0.157
C 1.424 -0.964 2.641
C 0.929 -2.528 0.846
C -0.108 0.926 -0.416
C 0.874 1.956 -0.979
N -2.453 -0.801 -2.659
N 0.276 -0.193 0.545
O 1.918 -2.096 1.870
S -1.767 1.253 -0.215
Cl 1.586 3.105 0.276
H -3.980 0.645 -3.160
H -2.033 2.238 -2.507
H -3.557 2.045 -1.499
H 0.622 0.982 2.153
H 2.088 0.561 1.226
H 1.894 -1.268 -0.564
H 0.201 -1.589 -0.927
H 2.296 -0.745 3.148
H 0.624 -1.241 3.316
H -0.055 -2.728 1.375
H 1.352 -3.515 0.454
H 0.317 2.420 -1.764
H 1.751 1.405 -1.387
H -0.648 -0.563 0.989
*
```

Results of the Löwdin charge analysis, in e, for atoms 1 through 2:
1. C -0.328
2. C -0.443

---

No. 4
ORCA calculation (wB97M-V/def2-TZVPD) on C8H14ClO2PSi2 as an isolated structure in a non-equilibrium geometry.

Values from the calculation:
LUMO level in hartree: -0.0019
HOMO in eV: -8.328

Structure (ORCA input):
```
! wB97M-V def2-TZVPD RIJCOSX def2/J DEFGRID3
* xyz 0 1
O 4.614 -2.190 0.842
P 5.324 -1.008 -0.273
Cl 5.111 -1.818 -2.250
Si 4.109 0.828 -0.083
O 2.418 0.510 -0.453
Si 1.346 1.381 0.686
C 0.114 0.030 1.376
C -1.400 0.658 1.684
C -2.318 0.206 0.361
C -2.677 -1.401 0.261
C -3.539 -1.916 -1.044
C -3.982 -0.768 -2.141
C -3.626 0.837 -2.038
C -2.752 1.351 -0.736
H 5.383 -2.762 1.154
H 4.164 1.339 1.281
H 4.572 1.805 -1.097
H 0.657 2.391 -0.151
H 2.109 1.995 1.771
H 0.055 -0.792 0.512
H 0.570 -0.505 2.320
H -1.398 1.824 1.807
H -1.872 0.220 2.685
H -2.276 -2.126 1.115
H -3.764 -3.068 -1.132
H -4.591 -1.145 -3.078
H -3.947 1.657 -2.832
H -2.405 2.468 -0.550
*
```

Results of the Löwdin charge analysis, in e, for atoms 1 through 2:
1. O -0.458
2. P 0.375

---

No. 5
ORCA calculation (wB97M-V/def2-TZVPD) on C8H14DyN2PS as an isolated structure in a non-equilibrium geometry.

Values from the calculation:
LUMO level (alpha / beta) in hartree: -0.0160 / -0.0135
HOMO (alpha / beta) in eV: -5.158 / -5.176
<S²>: 9.377

Structure (ORCA input):
```
! wB97M-V def2-TZVPD RIJCOSX def2/J DEFGRID3
* xyz 0 6
C -0.301 -0.243 -3.052
C -0.595 0.619 -4.073
C -0.415 2.029 -4.122
C 0.236 2.791 -3.111
C 0.697 2.351 -1.907
Dy -0.786 0.893 -1.232
P 0.185 -1.803 -0.524
H -0.327 -1.316 -3.244
H -0.982 0.228 -5.024
H -0.653 2.541 -5.058
H 1.438 2.935 -1.359
H 0.403 3.835 -3.417
H 1.459 -2.122 0.042
H 0.207 -2.831 -1.519
H -0.612 -2.531 0.422
S 0.547 1.506 0.966
C 0.216 0.328 2.187
N 1.161 -0.379 2.835
C 0.607 -1.370 3.758
C -0.900 -1.132 3.646
N -0.997 -0.106 2.608
H 2.151 -0.253 2.647
H 0.974 -1.192 4.774
H 0.889 -2.381 3.438
H -1.325 -0.765 4.588
H -1.431 -2.039 3.336
H -1.850 0.404 2.393
*
```

Results of the Löwdin charge analysis, in e, for atoms 1 through 2:
1. C -0.412
2. C -0.346

---

No. 6
ORCA calculation (wB97M-V/def2-TZVPD) on one molecule with the formula C8H14N2O2S2 in a non-equilibrium geometry.

Values from the calculation:
LUMO level in hartree: 0.0195
HOMO in eV: -9.082
SMILES string: CCS(=O)(=O)NCCc1csc(C)n1
ΔE to the lowest compared entry with this formula, charge and spin in kcal/mol: 64.5

Structure (ORCA input):
```
! wB97M-V def2-TZVPD RIJCOSX def2/J DEFGRID3
* xyz 0 1
C 2.885 0.503 3.859
C 3.499 0.279 2.449
S 2.587 -0.685 1.230
O 3.333 -0.737 -0.121
O 2.143 -2.017 1.739
N 1.023 0.092 1.194
C 1.003 1.460 0.577
C 0.413 1.365 -0.843
C -0.778 0.591 -0.927
C -1.101 -0.362 -1.838
S -2.731 -1.008 -1.682
C -2.966 0.243 -0.480
C -4.198 0.084 0.353
N -1.875 0.999 -0.179
H 3.811 0.794 4.464
H 2.061 1.212 4.022
H 2.435 -0.382 4.175
H 3.542 1.357 2.014
H 4.453 -0.236 2.450
H 0.334 -0.586 0.821
H 1.967 1.907 0.591
H 0.340 2.040 1.235
H 0.297 2.382 -1.157
H 1.228 0.976 -1.404
H -0.387 -0.865 -2.494
H -5.002 -0.108 -0.315
H -4.050 -0.854 0.956
H -4.338 0.986 1.014
*
```

Results of the Löwdin charge analysis, in e, for atoms 1 through 2:
1. C -0.110
2. C -0.297

---

No. 7
ORCA calculation (wB97M-V/def2-TZVPD) on one molecule with the formula C8H14N2O3S in a non-equilibrium geometry.

Values from the calculation:
LUMO level (alpha / beta) in hartree: -0.0141 / -0.0141
HOMO (alpha / beta) in eV: -7.577 / -7.576
ΔE to the lowest compared entry with this formula, charge and spin in kcal/mol: 137.5

Structure (ORCA input):
```
! wB97M-V def2-TZVPD RIJCOSX def2/J DEFGRID3
* xyz 0 1
C 2.071 -0.230 0.544
C 1.128 -1.118 -0.084
C 3.038 3.012 0.717
C 2.989 1.809 1.122
C -0.416 0.478 -1.135
C -1.309 -1.666 1.780
C -1.978 -1.792 0.420
C -1.025 -1.681 -0.762
N 2.111 1.021 0.388
N -0.009 -0.736 -0.655
O -3.101 0.701 -1.115
O -1.825 2.489 -1.905
O -1.829 0.165 -3.114
S -1.919 0.905 -1.900
H 2.648 -0.852 1.369
H 1.406 -2.222 0.142
H 3.719 3.720 1.225
H 2.458 3.174 -0.172
H 3.477 1.302 1.871
H 0.198 1.326 -1.010
H -0.965 -0.606 2.080
H -1.917 -2.056 2.623
H -0.477 -2.321 1.767
H -2.685 -0.922 0.443
H -2.529 -2.692 0.459
H -0.359 -2.605 -0.895
H -1.591 -1.642 -1.650
H -1.310 3.040 -2.551
*
```

Results of the Löwdin charge analysis, in e, for atoms 1 through 2:
1. C -0.181
2. C -0.101

---

No. 8
ORCA calculation (wB97M-V/def2-TZVPD) on one molecule with the formula C8H14N2O4S in a non-equilibrium geometry.

Values from the calculation:
LUMO level in hartree: 0.0233
HOMO in eV: -9.015
ΔE to the lowest compared entry with this formula, charge and spin in kcal/mol: 22.6

Structure (ORCA input):
```
! wB97M-V def2-TZVPD RIJCOSX def2/J DEFGRID3
* xyz 0 1
C -0.225 0.349 -0.247
C -0.970 -0.408 -1.301
C -0.904 -0.155 1.002
C -0.758 -0.484 -2.758
C -2.889 -1.728 1.300
C 3.239 -1.095 0.451
C -0.415 1.844 -0.351
C 0.594 2.674 0.572
N -1.838 -1.177 -0.817
N -1.922 -0.982 0.547
O -0.584 0.080 2.155
O 1.071 -0.230 -0.148
O 1.153 -2.009 1.588
O 1.968 2.903 0.162
S 1.685 -0.722 1.341
H 0.047 0.282 -3.069
H -1.751 -0.164 -3.363
H -0.391 -1.587 -3.017
H -3.607 -1.095 1.787
H -3.373 -2.493 0.589
H -2.296 -2.221 2.139
H 4.085 -0.713 0.963
H 3.355 -2.209 0.362
H 3.179 -0.822 -0.530
H -1.448 1.970 0.064
H -0.381 2.141 -1.430
H 0.780 2.172 1.565
H 0.304 3.780 0.616
H 2.293 2.099 -0.173
*
```

Results of the Löwdin charge analysis, in e, for atoms 1 through 2:
1. C -0.415
2. C -0.323

---

No. 9
ORCA calculation (wB97M-V/def2-TZVPD) on an isolated ion of composition C8H14N2P and charge +1 in a non-equilibrium geometry.

Values from the calculation:
LUMO level in hartree: -0.1923
HOMO in eV: -13.184
SMILES string: CP[C@@]1(C)C=CC=NC(C)=[NH+]1
ΔE to the lowest compared entry with this formula, charge and spin in kcal/mol: 36.5

Structure (ORCA input):
```
! wB97M-V def2-TZVPD RIJCOSX def2/J DEFGRID3
* xyz 1 1
C 3.245 0.548 -0.161
P 2.153 -0.523 0.875
C 0.445 -0.387 -0.013
C 0.480 -0.465 -1.551
C -0.326 -1.777 0.639
C -1.628 -2.033 0.307
C -2.399 -0.993 -0.435
N -2.204 0.276 -0.316
C -1.456 1.046 0.305
C -1.961 2.250 0.971
N -0.120 0.805 0.548
H 4.245 0.051 -0.023
H 3.358 1.425 0.324
H 2.873 0.812 -1.121
H 2.419 -1.617 0.106
H 1.344 0.151 -1.855
H -0.506 -0.187 -1.898
H 0.768 -1.486 -1.924
H 0.339 -2.560 1.262
H -2.150 -3.030 0.586
H -3.162 -1.371 -1.120
H -1.216 2.989 0.935
H -2.184 2.011 2.075
H -2.964 2.557 0.571
H 0.606 1.505 0.914
*
```

Results of the Löwdin charge analysis, in e, for atoms 1 through 2:
1. C -0.312
2. P 0.944